1.
Density functional theory data (the ωB97M-V functional and the def2-TZVPD basis) for C41H31BrIrN6O8S3 as an isolated structure at a distorted geometry.

```
91
Properties=species:S:1:pos:R:3:forces:R:3
Ir -1.193 0.354 -0.485 -0.4 1.0 0.2
O -1.013 -3.661 2.221 0.0 0.3 -0.3
S 0.293 -3.961 1.649 -0.3 -0.8 0.6
O 1.222 -4.676 2.519 0.1 0.3 -0.3
O 1.400 -1.189 1.387 0.0 0.0 0.2
C 0.064 -5.056 0.218 0.2 0.6 -0.5
C 0.178 -6.417 0.468 -0.1 0.0 0.1
C 0.110 -7.303 -0.589 0.0 -0.2 0.1
C -0.005 -6.830 -1.887 -0.1 0.0 -0.2
C -0.092 -5.474 -2.133 0.0 0.0 0.1
C -0.071 -4.562 -1.080 -0.1 0.2 0.4
S -0.326 -2.861 -1.660 0.6 0.0 0.2
O -0.148 -1.899 -0.511 -0.5 -0.4 -0.3
O 0.747 -2.683 -2.617 -0.1 0.2 -0.1
O -1.669 -2.903 -2.159 -0.1 0.2 0.0
H 0.323 -6.757 1.484 0.0 0.0 0.0
H 0.150 -8.368 -0.403 0.1 0.0 0.0
H -0.030 -7.527 -2.715 0.0 0.0 0.0
H -0.169 -5.094 -3.143 0.0 0.0 0.0
S -5.496 -0.726 -0.099 0.2 0.0 0.0
C -4.585 -1.830 0.844 -0.1 0.1 0.0
C -3.248 -1.577 0.809 0.1 -0.1 0.2
C -2.947 -0.457 -0.002 0.5 0.1 -0.4
C -4.059 0.110 -0.564 -0.2 -0.2 0.2
C -3.981 1.258 -1.428 0.0 0.1 -0.1
C -5.076 1.944 -1.958 0.1 0.0 0.0
C -4.852 3.050 -2.751 0.0 0.0 0.0
C -3.545 3.441 -3.022 0.0 0.0 0.0
C -2.514 2.710 -2.465 0.0 0.1 -0.1
N -2.727 1.657 -1.690 0.0 -0.4 0.2
H -5.097 -2.614 1.379 0.0 0.0 0.0
H -2.511 -2.174 1.326 0.0 0.0 0.0
H -6.077 1.605 -1.727 0.0 0.0 0.0
H -5.684 3.611 -3.156 0.0 0.0 0.0
H -3.332 4.293 -3.651 0.0 0.0 0.0
H -1.482 2.983 -2.652 -0.1 0.0 0.0
Br 5.894 2.527 3.834 0.0 0.0 0.0
C 4.213 2.576 4.712 0.0 0.0 0.0
C 3.170 3.290 4.137 0.1 0.0 0.0
C 1.926 3.271 4.733 -0.1 -0.1 0.1
C 1.703 2.514 5.904 0.3 0.5 -0.5
C 2.803 1.883 6.516 -0.1 0.0 -0.1
C 4.042 1.893 5.911 0.0 0.0 0.0
N 0.464 2.292 6.427 -0.1 -1.0 0.7
N -0.585 2.745 5.835 -0.3 0.9 -0.2
C -1.109 2.399 4.671 0.1 -0.4 0.0
C -2.081 3.244 4.075 0.0 0.0 0.1
C -2.383 3.147 2.742 0.0 -0.1 -0.2
C -1.757 2.196 1.905 0.0 0.2 0.1
O -1.897 2.203 0.624 0.1 -0.3 -0.3
C -0.900 1.234 2.518 0.0 0.0 0.2
N -0.310 0.336 1.674 0.0 -0.5 -0.4
C 0.593 -0.492 2.179 0.1 0.2 -0.2
C 0.792 -0.633 3.565 0.0 0.0 0.1
C 0.164 0.230 4.414 0.1 -0.1 0.0
C -0.629 1.268 3.895 -0.1 0.2 -0.2
H 3.334 3.851 3.227 0.0 0.0 0.0
H 1.109 3.828 4.294 0.0 0.0 0.0
H 2.641 1.345 7.441 0.0 0.0 0.0
H 4.874 1.366 6.356 0.0 0.0 0.0
H -2.511 4.029 4.684 0.0 0.0 0.0
H -3.071 3.842 2.278 0.0 0.0 0.0
H 1.031 -1.259 0.481 -0.1 -0.2 -0.1
H 1.445 -1.423 3.907 0.0 0.0 0.0
H 0.280 0.116 5.483 0.1 0.1 0.0
C 2.806 1.246 -4.979 -0.1 0.3 -0.1
N 1.753 0.322 -4.610 0.4 -0.3 0.1
N 0.994 0.590 -3.477 -0.2 -0.1 -0.1
C -0.240 -0.028 -3.617 -0.1 0.4 -0.2
O -1.124 -0.016 -2.749 0.1 -0.5 0.3
C -0.272 -0.550 -4.944 -0.1 -0.1 0.1
C 0.938 -0.302 -5.508 -0.1 0.0 0.0
C 1.404 -0.575 -6.894 0.1 0.0 0.1
C 1.603 0.865 -2.232 0.1 0.0 0.2
C 2.810 0.276 -1.878 -0.1 -0.1 0.0
C 3.402 0.608 -0.669 0.0 0.1 0.0
C 2.794 1.513 0.193 0.1 0.0 0.0
C 1.581 2.083 -0.154 -0.1 0.0 0.1
C 0.975 1.761 -1.366 0.0 0.2 -0.2
H 3.320 1.586 -4.085 0.0 -0.1 0.0
H 2.411 2.120 -5.508 0.0 0.0 0.0
H 3.522 0.736 -5.618 0.0 0.0 0.0
H -1.096 -1.113 -5.345 0.0 0.0 0.0
H 0.677 -1.200 -7.405 0.0 0.0 0.0
H 2.368 -1.085 -6.894 0.0 0.0 0.0
H 1.511 0.359 -7.449 0.0 0.0 0.0
H 3.264 -0.444 -2.545 0.0 0.0 0.0
H 4.343 0.149 -0.393 0.0 0.0 0.0
H 3.269 1.770 1.131 0.0 0.0 0.0
H 1.098 2.793 0.505 0.0 0.0 0.0
H 0.088 2.300 -1.690 0.2 -0.1 0.1
```
Positions in Å, forces in eV/Å.

Results
- 2S+1: 6
- Lowest unoccupied orbital energy (alpha / beta): -0.39 / -1.63 eV
- Energy relative to the best compared isomer or geometry (same formula, charge and spin): 52.9 kJ/mol
- HOMO (alpha / beta): -0.2311 / -0.2875 Eh
- Charge: 0
- Expectation value of S²: 8.86
- Orbital gap (alpha / beta): 0.2167 / 0.2276 Eh
- Molecular weight: 1104.06 g mol⁻¹

---

2.
Density functional theory data (the ωB97M-V functional and the def2-TZVPD basis) for a 6-piece molecular cluster, C41H31N2O20PS overall at a distorted geometry.

```
96
Properties=species:S:1:pos:R:3:forces:R:3
C 7.458 -1.645 2.780 -1.0 0.2 -0.6
C 6.218 -2.060 2.344 0.4 -0.3 1.4
C 5.091 -2.604 3.321 0.1 -0.3 -2.0
C 3.973 -1.479 3.318 0.6 1.4 0.2
C 4.406 -0.100 3.321 -2.8 -0.4 0.0
C 3.391 1.018 3.277 -0.9 -2.7 0.1
C 1.992 0.668 3.259 1.2 -0.8 -0.2
P 0.754 2.099 3.221 1.4 0.8 0.7
S 1.670 3.779 3.676 -0.1 -0.1 -0.1
C 1.527 -0.774 3.262 1.0 0.8 -0.2
N 0.163 -1.002 3.208 1.4 -2.8 0.4
C -0.146 -2.325 3.198 1.3 0.4 0.2
C 0.878 -3.398 3.257 -0.2 0.0 -0.1
N 2.224 -3.227 3.290 -3.2 2.3 -0.1
C 2.512 -1.869 3.283 2.0 1.5 0.1
H 8.082 -2.225 3.502 -1.2 1.2 0.3
H 7.812 -0.637 2.417 0.6 -1.8 -0.5
H 5.931 -1.991 1.263 -0.2 1.1 1.4
H 4.655 -3.520 2.819 0.3 0.8 1.0
H 5.481 -2.825 4.345 -0.4 0.2 -0.9
H 5.477 0.218 3.352 -1.1 -0.7 -0.1
H 3.769 2.071 3.253 -0.8 -1.1 0.1
H 0.142 2.260 1.955 0.1 -0.6 0.5
H -0.254 1.905 4.211 0.2 -0.6 -0.8
H -1.231 -2.601 3.164 1.2 0.3 0.0
H 0.505 -4.459 3.271 0.4 1.2 0.0
C 8.432 -5.941 -0.923 -0.1 -0.2 -0.3
C 8.283 -4.760 -0.315 0.7 -0.4 0.7
C 7.395 -3.700 -0.878 -0.4 0.3 -0.5
O 7.277 -2.647 -0.279 0.3 -0.2 -0.2
C 6.704 -3.977 -2.136 0.1 0.2 0.3
C 6.855 -5.157 -2.746 -0.6 0.4 -0.7
C 7.723 -6.228 -2.169 0.5 -0.3 0.5
O 7.818 -7.295 -2.748 -0.2 0.2 -0.2
O 6.231 -5.434 -3.907 0.6 -0.4 0.6
O 8.926 -4.471 0.833 -0.6 0.4 -0.7
H 9.070 -6.718 -0.525 0.0 0.0 0.0
H 6.077 -3.194 -2.542 0.0 0.0 0.0
H 6.502 -6.344 -4.138 -0.1 0.1 0.0
H 8.649 -3.561 1.068 0.0 -0.1 0.1
C -3.102 1.583 1.533 -0.4 -0.1 0.3
C -2.416 0.503 1.156 0.6 0.4 0.3
C -3.083 -0.649 0.480 -0.5 -0.4 -0.2
O -2.416 -1.608 0.136 0.2 0.2 0.2
C -4.528 -0.574 0.265 0.3 -0.1 -0.1
C -5.215 0.506 0.646 -0.6 -0.5 -0.4
C -4.542 1.668 1.297 0.4 0.3 0.3
O -5.203 2.641 1.612 -0.2 -0.2 -0.1
O -6.549 0.594 0.459 0.6 0.5 0.4
O -1.086 0.402 1.366 -1.1 -0.3 -0.9
H -2.631 2.423 2.021 -0.1 -0.1 0.0
H -5.004 -1.422 -0.208 0.0 0.0 0.0
H -6.804 1.468 0.815 0.0 0.0 -0.1
H -0.828 -0.467 1.003 0.1 0.1 0.1
C -3.065 5.256 -0.648 -0.2 0.2 -0.1
C -2.265 4.197 -0.805 0.0 0.1 0.9
C -1.925 3.670 -2.161 0.0 0.0 -0.7
O -1.177 2.713 -2.258 0.0 0.0 0.4
C -2.517 4.330 -3.323 0.2 -0.2 0.1
C -3.319 5.387 -3.167 0.0 -0.1 -0.9
C -3.637 5.932 -1.812 0.0 0.1 0.7
O -4.358 6.908 -1.715 0.0 -0.1 -0.4
O -3.878 6.011 -4.223 0.1 0.0 0.9
O -1.727 3.556 0.252 0.2 0.3 -1.1
H -3.316 5.649 0.328 0.0 0.0 0.0
H -2.276 3.927 -4.299 0.0 0.1 0.1
H -4.408 6.739 -3.846 0.0 0.0 -0.1
H -1.191 2.832 -0.129 0.0 0.0 0.0
C 0.379 2.708 -9.241 -0.3 0.0 0.1
C 1.581 3.000 -8.736 0.3 -0.1 -0.9
C 1.762 3.320 -7.287 -0.1 0.1 0.6
O 2.877 3.562 -6.864 0.0 -0.1 -0.4
C 0.574 3.333 -6.433 0.3 0.0 0.0
C -0.628 3.044 -6.940 -0.2 0.2 0.9
C -0.804 2.697 -8.382 0.1 -0.1 -0.7
O -1.915 2.423 -8.798 -0.1 0.1 0.4
O -1.738 3.052 -6.173 0.3 -0.2 -1.0
O 2.685 3.018 -9.508 -0.3 0.1 0.9
H 0.235 2.472 -10.287 0.0 0.0 0.0
H 0.714 3.583 -5.390 0.0 0.0 0.0
H -2.471 2.809 -6.772 0.0 0.0 0.1
H 3.419 3.254 -8.908 0.0 0.0 -0.1
C -7.422 -0.796 3.424 0.4 0.0 0.0
C -8.554 -1.095 4.070 -0.4 0.5 -0.7
C -8.545 -1.902 5.328 0.2 -0.4 0.5
O -9.596 -2.135 5.894 -0.1 0.2 -0.3
C -7.257 -2.384 5.825 -0.3 0.0 0.0
C -6.127 -2.088 5.177 0.4 -0.5 0.7
C -6.133 -1.259 3.934 -0.3 0.4 -0.5
O -5.074 -0.998 3.386 0.1 -0.2 0.3
O -4.928 -2.524 5.615 -0.4 0.5 -0.7
O -9.752 -0.682 3.617 0.4 -0.5 0.7
H -7.415 -0.213 2.514 0.0 -0.1 0.0
H -7.265 -2.982 6.726 0.0 0.0 0.0
H -4.276 -2.175 4.978 0.0 0.0 0.1
H -10.406 -1.025 4.257 0.0 0.1 -0.1
```
Positions in Å, forces in eV/Å.

Results
- SMILES string: C=CCc1ccc([PH2]=S)c2nccnc12.O=C1C=C(O)C(=O)C=C1O.O=C1C=C(O)C(=O)C=C1O.O=C1C=C(O)C(=O)C=C1O.O=C1C=C(O)C(=O)C=C1O.O=C1C=C(O)C(=O)C=C1O
- Lowest unoccupied orbital energy: -1.82 eV
- Energy relative to the best compared isomer or geometry (same formula, charge and spin): 0.0 kJ/mol
- HOMO: -0.3068 Eh
- Charge: 0
- Orbital gap: 0.2401 Eh
- Molecular weight: 934.73 g mol⁻¹

---

3.
Density functional theory data (the ωB97M-V functional and the def2-TZVPD basis) for C41H33AsF9MnN3PS5Se as an isolated structure at a distorted geometry.

```
95
Properties=species:S:1:pos:R:3:forces:R:3
Mn 0.959 1.454 1.007 0.7 1.0 0.1
S 4.810 0.764 3.808 -0.3 -0.3 -0.2
As 3.305 1.949 2.948 1.3 0.1 0.7
S 1.244 1.210 3.298 -0.1 -0.1 -0.3
S 3.209 1.755 0.732 -0.2 -0.2 0.0
S 3.581 3.969 3.539 -0.3 0.0 -0.2
C 1.406 7.908 0.263 0.0 -0.1 0.0
N 0.844 6.586 0.447 0.0 0.0 0.1
C 1.552 5.509 0.842 0.3 -0.2 -0.2
N 2.868 5.616 0.932 0.3 -0.2 0.3
S 0.685 4.081 1.176 -0.7 0.6 0.0
H 0.596 8.599 0.043 0.0 0.0 0.0
H 2.110 7.933 -0.573 0.0 0.0 0.0
H 1.916 8.260 1.164 0.0 0.0 0.0
H -0.146 6.439 0.372 -0.1 0.0 0.0
H 3.307 6.519 0.841 0.0 -0.1 0.0
H 3.314 4.944 1.592 0.0 0.1 -0.1
F -4.285 -3.818 3.949 0.1 -0.2 -0.1
C -3.319 -4.506 3.310 0.0 0.0 -0.1
F -2.831 -5.423 4.172 -0.2 0.1 -0.1
F -3.917 -5.191 2.306 0.0 0.0 0.2
C -2.240 -3.606 2.792 0.0 0.0 0.0
C -0.966 -4.113 2.577 0.1 0.0 0.0
C 0.031 -3.293 2.077 0.0 -0.1 -0.1
C -0.225 -1.948 1.808 -0.1 0.2 0.1
C -1.513 -1.471 1.996 0.0 -0.1 0.1
C -2.523 -2.288 2.486 0.0 0.1 0.0
P 1.046 -0.869 0.999 0.2 -1.6 0.0
C 2.618 -1.587 1.619 -0.1 0.2 0.0
C 2.717 -2.106 2.906 -0.1 0.0 0.0
C 3.875 -2.743 3.319 0.0 0.0 0.0
C 4.952 -2.835 2.456 0.0 0.0 0.2
C 4.904 -2.241 1.210 0.0 0.1 -0.2
C 3.744 -1.607 0.800 0.0 0.0 0.0
C 6.179 -3.580 2.878 0.0 0.0 0.0
F 6.082 -4.899 2.548 0.2 0.2 0.1
F 7.288 -3.109 2.280 -0.1 -0.2 0.1
F 6.375 -3.524 4.207 0.1 -0.1 -0.2
C 0.817 -1.675 -0.659 -0.1 0.1 -0.1
C 1.621 -2.668 -1.210 -0.1 0.1 0.0
C 1.299 -3.233 -2.438 0.0 0.0 0.0
C 0.151 -2.837 -3.104 0.1 0.0 0.1
C -0.697 -1.900 -2.538 -0.1 0.1 0.1
C -0.358 -1.324 -1.326 0.1 0.0 0.0
C -0.193 -3.476 -4.413 0.0 0.0 0.1
F -0.737 -4.705 -4.234 0.1 0.2 -0.2
F -1.084 -2.743 -5.111 0.2 -0.3 0.0
F 0.901 -3.639 -5.187 -0.3 0.0 0.0
H -0.753 -5.151 2.797 0.0 0.0 0.0
H 1.005 -3.719 1.882 0.0 0.0 0.0
H -1.738 -0.450 1.757 0.0 0.2 0.0
H -3.522 -1.889 2.628 0.1 0.0 0.0
H 1.891 -2.011 3.593 -0.1 0.0 0.1
H 3.947 -3.145 4.321 0.0 0.0 0.0
H 5.777 -2.253 0.569 -0.1 0.0 0.0
H 3.717 -1.120 -0.161 0.0 0.1 -0.1
H 2.500 -3.019 -0.696 0.1 0.0 0.0
H 1.944 -3.984 -2.878 0.0 0.0 0.1
H -1.609 -1.615 -3.048 0.0 0.0 0.1
H -1.014 -0.583 -0.890 0.0 0.0 0.0
N 1.211 1.184 -8.971 0.0 0.0 0.1
C 1.165 1.231 -7.822 0.0 0.0 0.1
C 1.110 1.294 -6.381 0.0 0.0 -0.1
C -0.117 1.223 -5.724 0.0 0.0 0.0
C -0.168 1.291 -4.344 0.0 0.0 0.0
C 1.003 1.433 -3.590 0.0 -0.1 0.1
C 2.230 1.499 -4.261 0.0 0.0 0.0
C 2.284 1.430 -5.641 0.0 0.0 0.0
C 0.953 1.479 -2.159 -0.1 0.0 -0.5
C 0.874 1.480 -0.951 0.2 0.0 0.0
H -1.024 1.118 -6.306 0.0 0.0 0.0
H -1.118 1.236 -3.828 0.1 0.0 -0.1
H 3.137 1.600 -3.678 0.0 0.0 0.0
H 3.233 1.481 -6.158 0.0 0.0 0.0
C -7.178 0.164 0.234 0.1 0.0 0.0
C -5.732 0.524 0.484 -0.1 0.0 0.0
C -5.241 0.672 1.775 0.1 0.0 0.0
C -3.922 1.046 2.029 -0.1 -0.1 0.0
C -3.474 1.202 3.463 -0.1 0.0 -0.1
C -3.070 1.282 0.934 0.2 -0.1 0.0
Se -1.338 2.041 1.308 -1.4 0.3 0.4
C -3.536 1.115 -0.376 0.0 -0.1 -0.1
C -2.656 1.337 -1.580 -0.2 0.1 0.0
C -4.861 0.738 -0.574 0.0 0.0 -0.1
H -7.653 -0.212 1.142 0.0 0.0 -0.1
H -7.269 -0.597 -0.545 0.0 0.0 0.1
H -7.739 1.042 -0.098 0.0 0.0 0.0
H -5.904 0.491 2.619 0.0 0.0 -0.1
H -4.185 0.717 4.139 0.0 0.1 -0.1
H -3.405 2.259 3.732 0.0 0.0 0.0
H -2.484 0.781 3.627 0.1 0.0 0.0
H -1.605 1.388 -1.309 0.0 0.0 0.0
H -2.906 2.283 -2.072 0.0 0.0 0.0
H -2.808 0.534 -2.309 0.0 0.0 0.0
H -5.222 0.614 -1.592 0.0 0.0 0.0
```
Positions in Å, forces in eV/Å.

Results
- 2S+1: 4
- Lowest unoccupied orbital energy (alpha / beta): -0.13 / 1.36 eV
- HOMO (alpha / beta): -0.1687 / -0.1689 Eh
- Charge: -1
- Expectation value of S²: 4.13
- Orbital gap (alpha / beta): 0.1638 / 0.2189 Eh
- Molecular weight: 1138.85 g mol⁻¹

---

Question: Which of these has the highest molecular weight?
Answer: C41H33AsF9MnN3PS5Se